Molecular formula: C56H53IN4O5P3S3Sc
Method: DFT, ωB97M-V/def2-TZVPD

Geometry as XYZ:
```
126
Properties=species:S:1:pos:R:3:forces:R:3
Sc -0.06226 0.59914 -1.30361 -0.063 -0.128 0.050
O 0.76370 1.13125 0.58486 -0.042 0.223 -0.036
S 0.08290 0.99060 1.95231 -0.010 0.042 0.130
C -0.22635 2.66972 2.50356 -0.073 0.033 -0.099
C 0.27399 3.14703 3.70905 -0.012 -0.038 -0.001
C -0.09212 4.40727 4.15331 -0.022 0.019 -0.009
C -0.96720 5.17623 3.40316 0.021 0.003 0.026
C -1.48352 4.68183 2.21618 0.003 -0.008 -0.066
C -1.12836 3.42332 1.73845 0.032 -0.053 0.022
P -1.96845 2.70861 0.24367 0.010 0.067 0.069
C -3.62971 2.49077 0.99085 0.008 0.006 -0.047
C -3.92236 1.26522 1.58528 0.025 -0.043 -0.001
C -5.13390 1.07179 2.23578 0.005 -0.001 0.005
C -6.06560 2.09652 2.28914 0.009 0.004 -0.005
C -5.78243 3.31968 1.69440 0.003 0.004 0.000
C -4.57086 3.51848 1.05198 -0.028 -0.009 0.010
C -2.19236 4.14063 -0.85808 0.017 -0.024 0.013
C -3.23380 4.07454 -1.78267 -0.020 0.008 -0.019
C -3.36938 5.04548 -2.76017 0.008 -0.006 -0.020
C -2.45705 6.08886 -2.83428 0.000 0.000 0.000
C -1.40739 6.15054 -1.93163 -0.009 0.014 0.025
C -1.27011 5.17771 -0.95238 -0.020 -0.004 0.026
C 1.45453 0.49636 2.97065 0.048 -0.046 -0.033
C 2.63850 1.22593 2.86216 0.053 -0.005 0.015
C 3.77060 0.77400 3.50840 -0.036 0.027 -0.022
C 3.72117 -0.41399 4.23571 -0.039 -0.037 0.008
C 2.54634 -1.13796 4.31345 0.084 0.010 0.023
C 1.37799 -0.69414 3.68678 0.027 0.081 -0.056
P -0.16687 -1.70737 3.67807 -0.039 -0.006 -0.011
C 0.59817 -3.24701 3.04259 -0.032 -0.036 -0.047
C 0.89245 -4.37346 3.80345 0.026 0.013 0.015
C 1.46742 -5.48915 3.20660 0.004 0.007 0.004
C 1.75863 -5.48682 1.85113 -0.004 0.003 0.002
C 1.47731 -4.36090 1.08734 0.000 -0.035 0.016
C 0.89502 -3.25194 1.67754 0.023 0.002 -0.013
C -0.40647 -2.04261 5.45722 -0.035 -0.004 0.029
C -1.37807 -2.99354 5.78479 0.023 0.028 -0.004
C -1.69907 -3.25191 7.10631 -0.005 -0.011 -0.007
C -1.07382 -2.54451 8.12567 -0.014 -0.008 0.008
C -0.13094 -1.58005 7.81199 0.018 0.012 -0.006
C 0.20266 -1.33030 6.48604 -0.002 -0.014 0.015
H 0.93916 2.54178 4.30691 0.005 -0.009 0.001
H 0.30156 4.78021 5.08933 0.003 0.000 -0.002
H -1.26406 6.15752 3.74924 0.000 -0.001 0.003
H -2.18997 5.27929 1.65493 0.008 0.008 -0.024
H -3.20981 0.44984 1.53807 -0.009 0.015 -0.012
H -5.34698 0.11445 2.69333 -0.003 0.000 -0.002
H -7.01329 1.94391 2.78897 0.001 -0.002 0.000
H -6.50766 4.12240 1.73050 -0.002 -0.002 0.002
H -4.36379 4.47429 0.58763 -0.008 -0.006 0.015
H -3.94620 3.25808 -1.74117 0.001 0.010 -0.013
H -4.18211 4.98028 -3.47157 -0.001 0.003 -0.002
H -2.55734 6.84321 -3.60347 0.000 0.002 0.003
H -0.67894 6.94806 -1.99862 -0.001 -0.003 0.001
H -0.42179 5.21821 -0.28157 0.003 0.001 0.033
H 2.66082 2.12705 2.26257 0.012 0.005 -0.004
H 4.69501 1.33169 3.43568 -0.002 0.001 -0.003
H 4.61263 -0.78047 4.72803 -0.004 -0.007 0.004
H 2.52507 -2.07731 4.85290 0.012 0.006 -0.004
H 0.67809 -4.38795 4.86485 -0.012 -0.003 -0.008
H 1.68825 -6.36230 3.80722 -0.004 -0.001 -0.005
H 2.19879 -6.36037 1.38820 0.000 -0.001 0.003
H 1.69922 -4.35344 0.02744 0.005 -0.003 -0.011
H 0.65950 -2.38002 1.07367 0.022 -0.044 0.034
H -1.88549 -3.53592 4.99431 -0.002 -0.007 0.004
H -2.44489 -4.00027 7.34085 0.001 0.001 0.004
H -1.32812 -2.74156 9.15881 0.000 0.001 0.000
H 0.35271 -1.01811 8.60077 0.002 0.003 -0.003
H 0.94392 -0.57387 6.26144 -0.027 -0.004 0.030
O 0.53730 -1.27122 -1.82182 0.166 0.109 -0.100
N -0.28409 -2.33310 -1.83120 0.026 -0.105 -0.090
C -0.02586 -3.29213 -2.75160 0.120 -0.043 -0.123
C -0.83681 -4.37902 -2.87094 -0.235 -0.005 -0.045
C -1.92914 -4.48066 -2.00349 -0.160 -0.094 0.260
C -2.15962 -3.50317 -1.06316 0.169 0.109 -0.008
C -1.32527 -2.37768 -0.97537 -0.152 -0.015 0.114
S -1.53943 -1.06545 0.13027 -0.008 -0.164 -0.059
H 0.83293 -3.09108 -3.37416 0.011 0.048 0.011
H -0.70246 -5.11811 -3.65136 0.071 0.045 0.095
H -2.58571 -5.33426 -2.10754 -0.048 0.026 -0.073
H -2.99486 -3.55615 -0.37955 -0.014 -0.017 -0.025
O -4.94801 -7.50116 -4.98073 -0.053 0.063 -0.046
S -3.93188 -6.48120 -4.95454 0.057 -0.052 0.033
O -3.11146 -6.48508 -3.74553 0.030 0.010 -0.042
O -3.18005 -6.28747 -6.17893 0.057 -0.003 -0.011
C -4.81720 -4.89304 -4.82313 -0.051 0.090 0.025
N -6.12392 -4.83833 -5.07183 0.090 -0.036 0.078
C -6.70290 -3.65313 -4.92982 -0.025 -0.016 -0.009
C -6.01467 -2.51580 -4.53996 0.001 0.093 -0.046
C -4.65156 -2.67113 -4.34675 0.060 -0.205 -0.003
N -4.05374 -3.85103 -4.49177 -0.021 0.126 -0.001
C -3.74747 -1.57637 -3.90885 0.127 -0.063 -0.155
C -2.44715 -1.50782 -4.40714 -0.054 0.089 0.054
C -1.55572 -0.62299 -3.82963 -0.168 -0.181 0.050
N -1.86742 0.12078 -2.76007 -0.024 0.134 -0.108
C -3.14370 0.13083 -2.36533 0.075 0.100 0.039
C -4.11668 -0.66712 -2.92881 -0.066 -0.031 0.091
H -7.76768 -3.61119 -5.13396 -0.010 0.003 -0.011
H -6.51137 -1.56118 -4.43222 0.007 -0.002 0.011
H -2.13408 -2.17832 -5.19515 0.008 -0.009 0.000
H -0.52939 -0.56244 -4.17282 -0.015 0.009 0.003
H -3.37772 0.75943 -1.51622 -0.012 0.000 0.051
H -5.11965 -0.65219 -2.52317 0.003 -0.017 -0.006
I 0.29450 2.77254 -3.08815 0.070 -0.011 -0.043
C 3.63632 -1.83559 -0.89861 0.015 0.031 -0.009
C 3.68333 -0.36326 -0.49938 -0.047 -0.030 0.039
P 2.69106 0.78882 -1.54302 0.087 -0.063 0.058
C 3.27212 2.40519 -0.84318 -0.003 0.027 -0.059
C 4.20246 3.23908 -1.71864 -0.008 0.004 0.017
C 3.48443 0.63288 -3.19476 -0.038 -0.024 -0.005
C 2.79990 -0.39826 -4.09158 -0.013 0.022 0.009
H 4.18742 -2.44136 -0.17775 -0.011 -0.008 0.002
H 4.09035 -1.99604 -1.87754 0.007 -0.003 0.000
H 2.60984 -2.19766 -0.93955 0.001 0.007 0.000
H 4.71796 -0.00422 -0.49579 0.001 0.019 0.007
H 3.29887 -0.23669 0.51862 0.014 -0.017 -0.026
H 3.76294 2.16467 0.10318 0.005 -0.013 0.015
H 2.37783 2.98366 -0.60498 0.003 -0.007 -0.002
H 5.09343 2.68414 -2.01600 0.003 0.001 -0.001
H 4.53020 4.12788 -1.17691 0.003 -0.001 -0.004
H 3.69020 3.57437 -2.62054 0.002 -0.004 0.000
H 4.54285 0.39455 -3.05684 0.005 0.016 -0.011
H 3.42725 1.61016 -3.67374 -0.003 0.009 0.009
H 2.81571 -1.39780 -3.65787 -0.006 0.008 0.007
H 3.28757 -0.43996 -5.06585 0.015 -0.006 -0.001
H 1.75791 -0.11791 -4.25071 -0.005 -0.005 -0.009
```
Positions in Å, forces in eV/Å.

Output
LUMO   -0.030 Eh
Energy   -164307.557 eV
Frontier orbital gap   6.743 eV
Energy above the lowest of the compared OMol25 structures with the same formula, charge and spin   116.8 kJ/mol
E_HOMO   -7.57 eV
Total charge   0